The following is a DFT calculation (ωB97M-V/def2-TZVPD) of 5 unconnected molecules or ions with the total composition C2H14O5 at a distorted geometry.

The geometry in ORCA input format:
```
! wB97M-V def2-TZVPD RIJCOSX def2/J DEFGRID3
* xyz 0 1
C -0.4439 -0.1230 1.4858
O 0.7045 0.6997 1.5999
C -0.1201 -1.6443 1.3326
H -1.1214 0.0647 2.2793
H -1.0323 0.1993 0.5579
H 1.3432 0.0163 1.7734
H 0.9652 -1.7781 1.2843
H -0.5966 -2.0783 2.1836
H -0.6357 -2.2677 0.4425
H -1.4305 1.6708 -1.6093
H -2.7427 2.2132 -1.9098
O -1.9208 2.5337 -1.9288
H 2.4546 -0.6868 -2.1857
H 1.5395 0.1343 -1.3251
O 1.9412 -0.7548 -1.4191
H -0.0461 -2.5809 -2.6717
H -0.1233 -1.9948 -1.1877
O -0.6028 -2.3505 -1.9670
H -0.0735 3.1155 1.2356
H 1.0619 2.4229 0.7190
O 0.8795 3.1886 1.3105
*
```

Frontier orbital gap in eV: 10.700
DFT total energy in eV: -12536.671
Strongest force on any atom in eV/A: 6.74
E_HOMO in eV: -10.56
E_LUMO in eV: 0.1
SMILES: CCO.O.O.O.O

Löwdin atomic charges, in units of e: atom 1 (C): -0.2866, atom 2 (O): -0.0945, atom 3 (C): -0.0602, atom 4 (H): 0.0926, atom 5 (H): 0.1160, atom 6 (H): 0.0711, atom 7 (H): 0.0747, atom 8 (H): 0.0537, atom 9 (H): 0.1086, atom 10 (H): 0.0915, atom 11 (H): -0.0554, atom 12 (O): -0.0405, atom 13 (H): 0.0118, atom 14 (H): 0.0598, atom 15 (O): -0.0314, atom 16 (H): 0.0009, atom 17 (H): -0.0123, atom 18 (O): -0.0616, atom 19 (H): 0.0206, atom 20 (H): 0.0221, atom 21 (O): -0.0808

The following is a DFT calculation (ωB97M-V/def2-TZVPD) of 2 unconnected molecules or ions with the total composition C5H9NO.

The geometry in ORCA input format:
```
! wB97M-V def2-TZVPD RIJCOSX def2/J DEFGRID3
* xyz 0 1
C -1.2560 -0.0901 0.6635
C 0.0043 0.3770 -0.0554
C 0.3802 1.8110 0.2948
C 1.2114 -0.6046 0.0376
N 1.1230 -0.8198 -1.2870
C 0.0227 0.0505 -1.5608
O -0.5516 0.3243 -2.5696
H -2.0908 0.5782 0.4272
H -1.0971 -0.0813 1.7466
H -1.5389 -1.1069 0.3716
H 0.5072 1.9028 1.3785
H -0.4048 2.5043 -0.0245
H 1.3202 2.1082 -0.1824
H 0.5909 -2.5041 1.2391
H 0.0895 -3.0321 1.4033
H 1.6899 -1.4174 -1.8824
*
```

Frontier orbital gap in eV: 9.725
DFT total energy in eV: -8865.310
Strongest force on any atom in eV/A: 0.66
E_HOMO in eV: -9.23
E_LUMO in eV: 0.5

Löwdin atomic charges, in units of e: atom 1 (C): -0.0501, atom 2 (C): -0.5038, atom 3 (C): -0.0386, atom 4 (C): 0.0422, atom 5 (N): 0.0958, atom 6 (C): -0.3900, atom 7 (O): 0.1462, atom 8 (H): 0.0893, atom 9 (H): 0.0874, atom 10 (H): 0.0757, atom 11 (H): 0.0880, atom 12 (H): 0.0902, atom 13 (H): 0.0865, atom 14 (H): -0.0069, atom 15 (H): 0.0429, atom 16 (H): 0.1452

The following is a DFT calculation (ωB97M-V/def2-TZVPD) of a single C8H10Cl2NP molecule at a distorted geometry.

The geometry in ORCA input format:
```
! wB97M-V def2-TZVPD RIJCOSX def2/J DEFGRID3
* xyz 0 1
C -2.3100 -1.2324 -0.1782
C -2.5213 0.0749 0.4051
C -1.0957 -1.5364 -0.6120
C -1.5632 1.0342 0.4131
C -0.0111 -0.6230 -0.4833
C -0.2702 0.8413 -0.2318
C 1.9167 1.4676 -1.2785
C 0.7407 1.7127 -0.3772
N 1.9431 -0.1337 1.3423
P 0.8494 -1.1482 1.0428
Cl 1.6210 -2.9259 0.5441
Cl -0.6457 -1.5634 2.4654
H -3.2053 -1.9181 -0.0821
H -3.4295 0.4848 0.9381
H -0.8715 -2.5084 -0.9604
H -1.8972 2.0213 0.7735
H 0.7582 -0.7045 -1.3077
H 1.5771 1.3139 -2.3585
H 2.4586 2.3616 -1.3289
H 2.4911 0.5557 -0.7764
H 0.7619 2.8349 -0.0020
H 2.7032 -0.4086 2.0523
*
```

Frontier orbital gap in eV: 7.918
DFT total energy in eV: -44280.768
Strongest force on any atom in eV/A: 3.33
E_HOMO in eV: -7.80
E_LUMO in eV: 0.1
SMILES: C/C=C1/C=CC=C[C@@H]1P(=N)(Cl)Cl

Löwdin atomic charges, in units of e: atom 1 (C): -0.1287, atom 2 (C): -0.1325, atom 3 (C): -0.2125, atom 4 (C): -0.0746, atom 5 (C): -0.4072, atom 6 (C): -0.2985, atom 7 (C): -0.1251, atom 8 (C): -0.1388, atom 9 (N): -0.2450, atom 10 (P): 0.0507, atom 11 (Cl): 0.3502, atom 12 (Cl): 0.3204, atom 13 (H): 0.1321, atom 14 (H): 0.1214, atom 15 (H): 0.0891, atom 16 (H): 0.1175, atom 17 (H): 0.1390, atom 18 (H): 0.1038, atom 19 (H): 0.0336, atom 20 (H): 0.0980, atom 21 (H): 0.1509, atom 22 (H): 0.0562

The following is a DFT calculation (ωB97M-V/def2-TZVPD) of 11 unconnected molecules or ions with the total composition C39H70O33 at a distorted geometry.

The geometry in ORCA input format:
```
! wB97M-V def2-TZVPD RIJCOSX def2/J DEFGRID3
* xyz -1 2
C 3.4894 2.2539 -3.0035
C 3.5644 3.7851 -3.4082
O 2.4889 4.2655 -2.6392
C 2.0711 3.3043 -1.6908
O 1.2302 3.4482 -0.7345
O 2.7700 2.2303 -1.8266
H 4.4818 1.8689 -2.7687
H 2.9766 1.6395 -3.7435
H 3.3510 3.8696 -4.4738
H 4.5230 4.2347 -3.1493
C 0.5850 -7.6914 1.4163
C 0.7407 -6.4341 0.6962
C -0.0918 -6.2583 -0.5857
O -0.7746 -5.0830 -0.4329
C -0.4422 -4.4823 0.7600
O -0.8355 -3.3873 1.1892
O 0.1800 -5.4373 1.4850
H 1.2770 -7.5739 2.2503
H 0.9143 -8.5602 0.8463
H -0.3976 -7.8429 1.8632
H 1.8063 -6.3666 0.4770
H -0.7534 -7.0947 -0.8108
H 0.6602 -6.2676 -1.3747
C -0.4593 6.7746 1.3646
C 0.3681 7.2176 0.1421
C -0.0308 6.6148 -1.1353
O -0.1635 7.7126 -2.0495
C -0.0206 8.8197 -1.4440
O -0.2709 9.9672 -1.9239
O 0.1303 8.5929 -0.1085
H -1.4982 7.1040 1.3847
H -0.0168 7.0476 2.3226
H -0.4196 5.6862 1.4072
H 1.4310 7.1031 0.3544
H -0.9328 6.0053 -1.0823
H 0.7870 5.9344 -1.3725
C -2.1066 -1.5121 -3.7286
C -2.9773 -2.7280 -3.4103
C -3.7884 -3.2925 -4.5442
O -3.6191 -4.6972 -4.3319
C -2.5787 -4.9093 -3.5663
O -2.2166 -6.0226 -3.3250
O -2.0805 -3.8154 -3.0433
H -1.3875 -1.3398 -2.9278
H -2.6567 -0.5786 -3.8474
H -1.5198 -1.7617 -4.6126
H -3.5266 -2.6201 -2.4750
H -3.4370 -3.0014 -5.5340
H -4.7860 -2.8556 -4.4998
C 0.8051 -0.5978 -0.8239
O 0.3482 0.4192 0.0294
C -0.7473 1.2046 -0.2040
O -1.4599 1.1231 -1.1734
O -0.9174 2.0774 0.8248
C -1.6739 3.2333 0.7023
H 0.7285 -1.5743 -0.3458
H 1.8698 -0.4482 -1.0036
H 0.2219 -0.5035 -1.7399
H -2.7347 3.0364 0.5470
H -1.2563 3.8122 -0.1215
H -1.6088 3.8029 1.6293
C 1.9492 -2.1319 2.9791
O 1.8713 -1.9353 4.4372
C 2.8395 -1.1529 5.0704
O 3.8947 -0.8259 4.6050
O 2.4149 -1.0100 6.3576
C 3.1122 -0.2880 7.3357
H 1.5099 -1.3184 2.4018
H 1.4484 -3.0717 2.7464
H 2.9234 -2.2960 2.5184
H 4.1220 -0.6832 7.4462
H 2.5016 -0.2588 8.2382
H 3.1881 0.7558 7.0311
C 1.0639 2.9627 3.6942
O 0.1915 1.8091 3.7855
C 0.0664 1.1831 4.9656
O 0.5288 1.6336 6.0418
O -0.8242 0.1399 4.8472
C -1.2876 -0.4247 3.6137
H 0.6231 3.6410 2.9637
H 2.0564 2.6799 3.3431
H 1.0359 3.5463 4.6144
H -2.1385 -1.0137 3.9560
H -0.6674 -1.2883 3.3734
H -1.4543 0.1727 2.7173
C 3.4663 1.0063 1.3374
O 4.5023 0.8019 0.3831
C 5.3976 -0.1359 0.7485
O 5.3908 -0.8851 1.7609
O 6.3601 -0.1309 -0.2213
C 7.4353 -1.0699 -0.3029
H 2.9669 1.9549 1.1399
H 3.5912 0.9973 2.4202
H 2.6261 0.3144 1.2796
H 7.0934 -2.0415 -0.6597
H 7.8839 -1.1686 0.6856
H 8.1213 -0.6246 -1.0234
C -4.6256 2.3544 -1.9491
C -4.5691 0.8364 -2.1335
O -5.8920 0.5589 -2.5424
C -6.4132 -0.7178 -2.4596
O -5.7762 -1.7363 -2.1100
O -7.6599 -0.6834 -3.0003
C -8.3653 -1.8825 -3.0236
H -5.3822 2.5001 -1.1781
H -4.9315 2.9388 -2.8168
H -3.7461 2.8368 -1.5226
H -4.1776 0.2990 -1.2698
H -3.9311 0.5913 -2.9826
H -7.9344 -2.6344 -3.6847
H -9.4245 -1.7022 -3.2073
H -8.3663 -2.3387 -2.0337
C -3.9928 -2.0930 1.5444
C -4.8577 -0.8760 1.4349
O -5.0405 -0.3974 2.7558
C -4.4744 0.8337 3.0833
O -4.0958 1.6619 2.2581
O -4.6618 1.0712 4.4466
C -4.2713 2.2761 5.0717
H -3.7850 -2.6757 0.6470
H -4.4575 -2.8331 2.1959
H -2.9891 -1.9171 1.9314
H -5.8073 -1.1794 0.9941
H -4.4977 -0.2016 0.6578
H -4.6650 3.1664 4.5813
H -3.2049 2.3129 4.8494
H -4.4282 2.2090 6.1482
C 6.8631 0.1370 -4.4085
C 5.3995 -0.3907 -4.2997
O 5.2674 -1.4475 -3.3746
C 4.0647 -1.7238 -2.8014
O 3.0574 -1.1015 -2.9462
O 4.1751 -2.9189 -2.0842
C 2.9689 -3.6767 -1.9616
H 7.5682 -0.6465 -4.6864
H 7.1066 0.5355 -3.4236
H 6.9258 1.0483 -5.0031
H 4.8104 -0.6121 -5.1897
H 4.9055 0.4911 -3.8916
H 2.5549 -3.8520 -2.9545
H 2.1927 -3.0770 -1.4863
H 3.1460 -4.6383 -1.4799
*
```

Frontier orbital gap (alpha / beta) in eV: 1.472 / 10.398
DFT total energy in eV: -109141.531
Strongest force on any atom in eV/A: 6.60
E_HOMO (alpha / beta) in eV: 0.33 / -8.63
E_LUMO (alpha / beta) in eV: 1.8 / 1.8

Here are the Löwdin charges for atoms 1 to 99, given in e: atom 1 (C): -0.1607, atom 2 (C): -0.2363, atom 3 (O): -0.0007, atom 4 (C): -0.4661, atom 5 (O): 0.0538, atom 6 (O): 0.0720, atom 7 (H): 0.1097, atom 8 (H): 0.1081, atom 9 (H): 0.0818, atom 10 (H): 0.0846, atom 11 (C): -0.0390, atom 12 (C): -0.3735, atom 13 (C): -0.1333, atom 14 (O): 0.0730, atom 15 (C): -0.4448, atom 16 (O): 0.1128, atom 17 (O): 0.0836, atom 18 (H): 0.0924, atom 19 (H): 0.0973, atom 20 (H): 0.1016, atom 21 (H): 0.1478, atom 22 (H): 0.1389, atom 23 (H): 0.1291, atom 24 (C): -0.0070, atom 25 (C): -0.3269, atom 26 (C): -0.0819, atom 27 (O): 0.1240, atom 28 (C): -0.5521, atom 29 (O): 0.0625, atom 30 (O): 0.0720, atom 31 (H): 0.0945, atom 32 (H): 0.0793, atom 33 (H): 0.0510, atom 34 (H): 0.1520, atom 35 (H): 0.1353, atom 36 (H): 0.1182, atom 37 (C): -0.0032, atom 38 (C): -0.2843, atom 39 (C): -0.0798, atom 40 (O): 0.0990, atom 41 (C): -0.6443, atom 42 (O): 0.1366, atom 43 (O): 0.0990, atom 44 (H): 0.0671, atom 45 (H): 0.0660, atom 46 (H): 0.0868, atom 47 (H): 0.1393, atom 48 (H): 0.1327, atom 49 (H): 0.1262, atom 50 (C): -0.0437, atom 51 (O): -0.0314, atom 52 (C): -0.5279, atom 53 (O): 0.1163, atom 54 (O): -0.0324, atom 55 (C): -0.0762, atom 56 (H): 0.0782, atom 57 (H): 0.0707, atom 58 (H): 0.0834, atom 59 (H): 0.0729, atom 60 (H): 0.0800, atom 61 (H): 0.0864, atom 62 (C): -0.0275, atom 63 (O): -0.0245, atom 64 (C): -0.5270, atom 65 (O): 0.1403, atom 66 (O): -0.0325, atom 67 (C): -0.0626, atom 68 (H): 0.0713, atom 69 (H): 0.0746, atom 70 (H): 0.0852, atom 71 (H): 0.0948, atom 72 (H): 0.0971, atom 73 (H): 0.0900, atom 74 (C): -0.0017, atom 75 (O): -0.0256, atom 76 (C): -0.5048, atom 77 (O): 0.0679, atom 78 (O): -0.0085, atom 79 (C): -0.0345, atom 80 (H): 0.0779, atom 81 (H): 0.0861, atom 82 (H): 0.0931, atom 83 (H): 0.0955, atom 84 (H): 0.0754, atom 85 (H): 0.0935, atom 86 (C): -0.0618, atom 87 (O): 0.0075, atom 88 (C): -0.5106, atom 89 (O): 0.0753, atom 90 (O): -0.0569, atom 91 (C): -0.0494, atom 92 (H): 0.0852, atom 93 (H): 0.0862, atom 94 (H): 0.0682, atom 95 (H): 0.0910, atom 96 (H): 0.0900, atom 97 (H): 0.0863, atom 98 (C): -0.0477, atom 99 (C): -0.2177